DFT (ωB97M-V/def2-TZVPD) results for C20H24F6N2S in the gas phase.

Each line ends with the Löwdin charge.
Cartesian coordinates (Å):
F  4.314  0.632  -4.404  0.143
C  4.617  0.931  -3.127  -0.589
F  3.947  2.061  -2.843  0.137
F  5.917  1.241  -3.108  0.146
C  4.259  -0.190  -2.190  -0.095
C  2.930  -0.351  -1.821  0.048
C  2.557  -1.390  -0.979  -0.194
C  1.141  -1.555  -0.531  -0.136
C  0.968  -0.995  0.896  -0.167
N  -0.303  -1.355  1.454  -0.091
C  -0.530  -2.563  2.016  -0.869
S  0.506  -3.837  1.989  0.639
N  -1.738  -2.540  2.625  0.020
C  -2.466  -1.325  2.341  -0.106
C  -1.409  -0.433  1.655  -0.242
C  -1.895  0.168  0.333  -0.123
C  -3.037  1.178  0.498  -0.333
C  -2.559  2.485  1.134  -0.168
C  -3.712  3.476  1.274  -0.201
C  -4.339  3.765  -0.086  -0.210
C  -4.819  2.469  -0.730  -0.203
C  -3.666  1.480  -0.865  -0.173
C  3.536  -2.262  -0.512  0.054
C  4.859  -2.094  -0.890  -0.087
C  5.892  -3.046  -0.347  -0.589
F  7.077  -2.941  -0.962  0.142
F  5.512  -4.327  -0.461  0.148
F  6.123  -2.833  0.961  0.145
C  5.239  -1.058  -1.732  0.061
H  2.188  0.339  -2.195  0.132
H  0.458  -1.053  -1.215  0.112
H  0.891  -2.616  -0.493  0.091
H  1.753  -1.423  1.530  0.106
H  1.063  0.093  0.899  0.134
H  -2.188  -3.387  2.924  0.133
H  -3.312  -1.520  1.670  0.123
H  -2.848  -0.881  3.265  0.124
H  -1.083  0.373  2.326  0.147
H  -1.057  0.667  -0.158  0.117
H  -2.224  -0.649  -0.313  0.129
H  -3.809  0.742  1.142  0.141
H  -2.130  2.293  2.119  0.108
H  -1.780  2.925  0.507  0.125
H  -3.348  4.402  1.722  0.109
H  -4.469  3.057  1.941  0.115
H  -5.176  4.457  0.030  0.108
H  -3.599  4.240  -0.733  0.114
H  -5.244  2.676  -1.714  0.109
H  -5.605  2.027  -0.113  0.114
H  -4.027  0.555  -1.319  0.115
H  -2.904  1.901  -1.526  0.124
H  3.259  -3.078  0.140  0.129
H  6.269  -0.930  -2.023  0.132

Atomic forces in eV per Å
F -0.1 -0.2 -0.1
C -0.1 0.1 -0.2
F -0.2 0.1 0.2
F 0.2 -0.1 0.1
C 0.1 0.1 0.0
C 0.2 -0.1 0.0
C 0.1 0.0 -0.1
C 0.0 0.1 0.3
C 0.2 -0.2 -0.3
N -0.4 -0.3 0.3
C 0.0 0.2 0.0
S 0.4 -0.7 0.1
N -0.1 0.1 0.0
C -0.3 0.2 0.1
C -0.1 0.3 -0.2
C -0.2 0.1 0.4
C 0.5 0.0 -0.3
C -0.3 -0.1 0.3
C 0.2 0.2 -0.2
C -0.2 -0.1 0.2
C 0.2 0.1 -0.2
C -0.3 -0.1 0.3
C 0.2 0.1 -0.1
C 0.1 0.0 0.0
C 0.1 -0.1 0.1
F 0.1 0.2 -0.2
F -0.2 -0.1 -0.1
F -0.1 0.1 0.1
C -0.2 0.0 0.0
H -0.1 0.1 0.0
H -0.1 0.0 0.0
H -0.1 0.1 0.0
H -0.1 0.1 0.0
H 0.0 0.0 0.0
H 0.2 0.0 -0.1
H 0.1 0.1 0.0
H 0.0 0.0 -0.1
H -0.1 -0.1 0.0
H 0.1 0.0 -0.1
H 0.1 -0.1 0.0
H -0.1 0.0 0.0
H 0.1 0.0 0.0
H 0.1 0.0 0.0
H -0.1 0.0 0.1
H 0.0 0.0 0.1
H 0.0 0.1 -0.1
H 0.0 0.1 -0.1
H -0.1 0.0 0.0
H -0.1 0.0 0.0
H 0.1 0.0 -0.1
H 0.1 0.0 -0.1
H -0.1 -0.1 0.1
H 0.0 0.0 0.0

Properties
- SMILES string: FC(F)(F)c1cc(CCN2C(=S)NC[C@@H]2CC2CCCCC2)cc(C(F)(F)F)c1
- Charge: 0



DFT (ωB97M-V/def2-TZVPD) results for a molecular structure, C20H24FN8O4RuS at a distorted geometry.

Each line ends with the Löwdin charge.
Cartesian coordinates (Å):
Ru  0.831  -0.048  -0.093  1.514
N  0.827  1.294  1.529  -0.012
C  2.236  1.739  1.734  -0.152
C  3.023  0.482  2.013  -0.126
N  2.552  -0.641  1.110  -0.108
C  3.674  -1.220  0.311  -0.136
C  3.714  -0.407  -0.946  -0.136
N  2.341  -0.552  -1.483  -0.017
H  0.194  2.074  1.353  0.131
H  0.477  0.850  2.380  0.107
H  2.308  2.454  2.553  0.151
H  2.559  2.224  0.814  0.117
H  2.880  0.156  3.043  0.128
H  4.090  0.643  1.876  0.143
H  2.220  -1.384  1.724  0.104
H  3.420  -2.258  0.083  0.144
H  4.601  -1.223  0.882  0.149
H  4.454  -0.760  -1.666  0.157
H  3.899  0.651  -0.754  0.137
H  2.211  -1.508  -1.812  0.132
H  2.179  0.082  -2.264  0.116
N  -1.405  -3.347  1.036  0.233
C  -1.023  -3.097  2.352  -0.145
C  -1.363  -3.742  3.534  0.042
C  -0.807  -3.242  4.691  -0.014
C  0.058  -2.138  4.665  -0.023
C  0.390  -1.503  3.484  -0.033
C  -0.166  -1.994  2.301  -0.189
N  -0.049  -1.610  0.953  0.018
C  -0.811  -2.450  0.255  -0.226
C  -0.883  -2.261  -1.172  -0.265
C  -1.580  -2.875  -2.158  -0.243
S  -1.273  -2.115  -3.654  1.231
C  -0.236  -1.015  -2.907  -0.410
N  -0.101  -1.205  -1.613  -0.105
H  -2.019  -4.089  0.730  0.199
H  -2.031  -4.593  3.549  0.139
H  -1.041  -3.706  5.639  0.134
H  0.472  -1.775  5.596  0.130
H  1.063  -0.657  3.524  0.078
H  -2.255  -3.714  -2.090  0.111
H  0.232  -0.217  -3.463  0.103
F  -5.039  4.788  -1.293  0.151
C  -4.196  3.955  -1.869  -0.178
C  -2.887  3.997  -1.616  0.070
N  -2.009  3.104  -2.237  -0.002
C  -0.591  3.152  -2.014  -0.018
C  -0.056  1.950  -1.282  -0.522
O  1.194  1.708  -1.233  -0.068
O  -0.786  1.117  -0.649  -0.053
C  -2.443  2.143  -3.117  -0.456
O  -1.644  1.346  -3.610  0.041
N  -3.773  2.143  -3.378  0.239
C  -4.769  2.979  -2.813  -0.355
O  -5.919  2.861  -3.100  0.187
H  -2.462  4.731  -0.947  0.151
H  -0.335  4.056  -1.459  0.162
H  -0.048  3.192  -2.962  0.164
H  -4.104  1.474  -4.062  0.182

Atomic forces in eV per Å
Ru 0.4 0.0 -1.4
N 0.0 -0.1 0.1
C -0.1 0.0 0.0
C 0.0 -0.1 0.0
N 0.0 -0.1 0.3
C -0.1 -0.1 0.0
C 0.1 0.1 0.1
N -0.1 -0.1 0.3
H 0.1 0.0 -0.1
H -0.1 0.0 0.0
H 0.0 0.0 0.0
H 0.0 0.1 0.0
H 0.1 0.0 0.0
H 0.0 0.0 0.0
H 0.0 0.0 0.0
H 0.0 0.0 0.0
H 0.0 0.1 0.0
H -0.1 0.0 0.0
H 0.0 0.0 0.0
H 0.0 0.0 0.0
H 0.1 0.0 0.0
N 0.0 0.0 0.0
C 0.0 0.0 -0.1
C 0.0 0.0 0.0
C 0.0 0.0 0.0
C 0.0 0.0 0.0
C 0.0 0.0 0.0
C 0.0 -0.1 0.0
N 0.0 0.3 0.1
C -0.1 0.0 0.1
C 0.0 0.1 0.0
C 0.0 0.0 -0.1
S 0.0 0.1 0.0
C -0.1 0.0 0.0
N 0.0 0.0 0.4
H 0.0 0.0 0.0
H 0.0 0.0 0.0
H 0.0 0.0 0.0
H 0.0 0.0 0.0
H 0.0 0.0 0.0
H 0.0 0.0 0.0
H 0.0 0.1 0.0
F 0.1 -0.1 0.0
C 0.1 0.0 0.0
C -0.2 0.1 0.0
N 0.1 0.0 0.2
C -0.1 0.0 -0.1
C -0.2 0.2 0.1
O -0.1 -0.2 0.4
O -0.2 -0.2 0.0
C 0.1 -0.1 -0.2
O 0.1 -0.1 0.2
N 0.0 0.0 0.0
C 0.0 0.1 0.0
O 0.0 0.0 0.0
H 0.0 0.0 0.0
H 0.0 0.0 0.1
H 0.0 0.1 0.0
H 0.0 0.0 0.0

Properties
- Charge: +3



DFT (ωB97M-V/def2-TZVPD) results for a molecular structure, C20H24IrN2 at a distorted geometry.

Each line ends with the Löwdin charge.
Cartesian coordinates (Å):
C  -3.589  0.020  -0.051  -0.200
C  -4.038  1.378  -0.608  -0.136
H  -3.748  -0.784  -0.769  0.075
H  -4.121  -0.260  0.870  0.088
H  -2.493  0.031  0.202  -0.078
H  -3.571  1.585  -1.560  0.029
H  -5.112  1.448  -0.772  0.088
H  -3.789  2.197  0.066  0.070
C  0.094  -2.506  -0.118  -0.073
C  1.008  -3.568  -0.095  -0.012
C  2.162  -3.549  -0.895  0.011
C  2.359  -2.403  -1.664  0.038
H  -0.877  -2.500  0.380  0.121
H  0.834  -4.408  0.574  0.125
H  2.890  -4.369  -0.848  0.141
H  3.164  -2.302  -2.393  0.127
N  0.388  -1.340  -0.751  -0.090
C  1.553  -1.262  -1.470  -0.183
C  1.895  0.084  -1.881  -0.185
N  1.017  1.013  -1.404  -0.112
C  1.206  2.330  -1.613  -0.085
C  3.305  1.863  -2.740  0.008
C  2.384  2.772  -2.210  -0.005
H  0.365  2.939  -1.269  0.124
H  2.567  3.839  -2.267  0.127
C  2.998  0.510  -2.653  0.041
H  3.573  -0.254  -3.167  0.125
H  4.230  2.237  -3.196  0.141
Ir  -0.779  0.373  -0.546  1.491
C  -1.555  0.524  -2.375  -0.279
H  -0.807  0.213  -3.115  0.029
H  -1.781  1.581  -2.613  0.035
H  -2.494  -0.048  -2.463  0.031
C  -0.883  1.389  1.199  -0.271
C  -0.338  0.548  2.347  -0.226
C  -1.101  -0.334  3.148  0.023
C  -0.511  -0.986  4.238  -0.002
C  0.825  -0.757  4.569  0.026
C  1.600  0.051  3.733  0.006
C  1.034  0.662  2.614  -0.007
H  -1.914  1.698  1.391  0.071
H  -0.257  2.282  1.039  0.076
H  -2.142  -0.548  2.893  0.132
H  -1.098  -1.651  4.883  0.137
H  1.257  -1.215  5.460  0.144
H  2.656  0.200  3.956  0.134
H  1.634  1.274  1.941  0.128

Atomic forces in eV per Å
C -1.1 0.1 0.2
C 0.0 -0.1 0.3
H 0.0 0.0 0.0
H 0.1 0.2 -0.2
H -1.2 -0.4 0.2
H 0.0 0.1 -0.1
H 0.0 -0.3 0.1
H 0.1 0.0 0.1
C 0.8 0.2 -0.4
C -0.2 0.0 0.2
C -0.7 0.7 0.3
C 0.1 0.9 -0.2
H 0.4 -0.3 0.0
H -0.2 0.1 -0.3
H -0.4 0.4 -0.3
H 0.0 -0.2 0.5
N 1.3 -2.0 0.2
C -0.5 -1.7 0.5
C 0.2 2.1 -0.7
N 2.1 0.7 -0.8
C 0.6 -0.8 -0.2
C -0.5 0.1 0.2
C -0.3 0.5 0.2
H 0.6 0.2 -0.2
H 0.0 -0.1 -0.1
C -0.5 -0.9 0.4
H 0.3 0.3 0.2
H -0.5 -0.3 0.0
Ir 1.0 -0.8 -0.5
C -1.5 0.8 -2.2
H -0.1 -0.3 0.1
H 0.0 -0.4 0.1
H 0.4 0.1 -0.2
C 0.0 0.2 3.7
C -0.7 1.5 -1.9
C -0.4 -1.5 1.4
C -1.7 0.3 -0.7
C 0.0 -0.3 0.5
C 0.5 1.2 -1.7
C 1.9 -0.4 1.3
H 0.1 0.0 0.0
H 0.0 -0.2 0.2
H 0.3 0.3 0.2
H 0.1 0.3 -0.4
H -0.1 0.1 -0.3
H -0.2 0.0 -0.1
H 0.0 -0.1 0.3

Properties
- Spin multiplicity: 6
- Charge: +2
- <S²>: 8.775



DFT (ωB97M-V/def2-TZVPD) results for C20H24N2O3 in the gas phase.

Each line ends with the Löwdin charge.
Cartesian coordinates (Å):
C  -1.255  -2.210  -2.831  -0.055
C  -1.136  -1.348  -1.583  -0.237
O  -0.633  -2.153  -0.513  -0.098
C  -1.139  -1.908  0.769  -0.369
C  -0.600  -0.624  1.454  -0.030
N  -0.636  0.556  0.643  0.038
C  0.424  1.218  0.058  -0.253
C  1.812  0.775  0.090  -0.151
C  2.198  -0.553  -0.056  -0.021
C  3.536  -0.909  -0.032  -0.009
C  4.517  0.062  0.135  -0.273
O  5.856  -0.179  0.182  -0.081
C  6.308  -1.504  0.053  -0.090
C  4.134  1.400  0.256  0.007
C  2.805  1.750  0.228  -0.011
N  0.064  2.332  -0.522  0.180
C  -1.286  2.440  -0.339  -0.224
C  -2.176  3.426  -0.753  -0.019
C  -3.501  3.276  -0.408  -0.103
C  -3.946  2.177  0.331  -0.095
C  -3.081  1.186  0.751  -0.017
C  -1.748  1.329  0.403  -0.164
O  -2.530  -1.861  0.815  -0.120
C  -3.173  -3.096  0.535  -0.243
C  -4.673  -2.859  0.521  -0.059
H  -1.971  -3.015  -2.679  0.067
H  -0.289  -2.647  -3.069  0.077
H  -1.584  -1.596  -3.665  0.079
H  -2.110  -0.933  -1.305  0.124
H  -0.441  -0.521  -1.775  0.117
H  -0.770  -2.771  1.357  0.166
H  0.433  -0.799  1.763  0.129
H  -1.221  -0.465  2.342  0.143
H  1.465  -1.326  -0.227  0.101
H  3.797  -1.949  -0.154  0.104
H  6.027  -1.933  -0.915  0.096
H  5.926  -2.141  0.857  0.095
H  7.394  -1.453  0.121  0.093
H  4.905  2.145  0.369  0.119
H  2.505  2.782  0.312  0.114
H  -1.826  4.273  -1.322  0.108
H  -4.219  4.024  -0.713  0.096
H  -4.995  2.103  0.580  0.097
H  -3.427  0.330  1.308  0.100
H  -2.832  -3.483  -0.433  0.115
H  -2.898  -3.826  1.312  0.127
H  -5.191  -3.789  0.306  0.076
H  -4.925  -2.124  -0.239  0.078
H  -4.999  -2.484  1.487  0.077

Atomic forces in eV per Å
C 0.1 0.1 0.4
C -0.1 0.1 -0.3
O 0.0 -0.1 -0.1
C 0.4 0.0 0.6
C -0.2 -0.7 0.0
N 0.2 0.2 -0.2
C -0.4 0.3 -0.1
C 0.4 -0.3 0.1
C -0.1 0.3 0.0
C 0.4 -0.2 0.0
C -0.1 0.1 0.0
O -0.2 0.3 0.0
C 0.1 -0.2 0.0
C 0.2 -0.1 0.0
C 0.0 -0.1 0.0
N 0.5 0.1 -0.2
C -0.4 -0.6 0.4
C 0.0 -0.1 0.0
C -0.1 0.2 -0.1
C -0.1 0.0 0.1
C -0.1 -0.2 0.1
C -0.1 0.6 -0.4
O -0.1 0.1 0.0
C -0.1 -0.2 -0.1
C 0.5 0.0 0.0
H -0.1 -0.1 0.0
H 0.1 -0.1 -0.1
H 0.0 0.0 -0.1
H 0.1 0.0 -0.1
H -0.1 0.0 0.0
H -0.1 0.2 -0.1
H -0.2 0.0 0.0
H 0.2 0.0 0.0
H -0.1 0.0 0.0
H 0.1 -0.1 0.0
H 0.0 0.0 0.0
H 0.0 0.0 0.0
H -0.1 -0.1 0.0
H 0.1 0.1 0.0
H 0.0 0.1 0.0
H 0.0 0.1 -0.1
H 0.0 0.1 0.0
H -0.1 0.0 0.0
H -0.1 -0.1 0.0
H 0.0 0.0 0.1
H 0.0 0.1 -0.1
H -0.1 -0.1 0.0
H -0.1 0.1 -0.1
H -0.1 0.0 0.1

Properties
- SMILES string: CCOC(Cn1c(-c2ccc(OC)cc2)nc2ccccc21)OCC
- Charge: 0



In order of appearance, relative energy (zero: lowest compared OMol25 entry of this formula, charge and spin) = 12.0, 0.0, 0.0, 206.2 kJ/mol.